C5H9NO | the ωB97M-V functional and the def2-TZVPD basis

Structure (ORCA input):
```
! wB97M-V def2-TZVPD RIJCOSX def2/J DEFGRID3
* xyz 0 1
C 1.098 -0.165 -1.370
H 2.116 0.188 -1.875
O -1.102 -1.546 1.030
C -0.205 0.548 1.565
H -1.732 -0.646 -0.810
H 0.112 1.481 1.037
C -1.027 0.283 -0.663
H -1.594 1.216 -0.322
H -1.265 0.556 1.969
H -0.388 1.114 -2.566
N -0.329 -0.461 0.543
H 0.619 0.299 2.282
C 1.085 -0.874 -0.009
H 1.795 -0.469 0.831
C -0.019 0.460 -1.715
H 0.836 -1.984 0.073
*
```

Properties
* HOMO energy: -8.51 eV
* frontier orbital gap: 9.30 eV
* structure (SMILES): C[N+]1([O-])CC=CC1
* LUMO: 0.79 eV
* energy relative to the best compared isomer or geometry (same formula, charge and spin): 534.11 kJ/mol
* maximum force: 0.0852 hartree/bohr

Quick look at the Löwdin charges, all values in e: -0.093 0.142 -0.251 -0.070 0.158 0.105 -0.136 0.141 0.126 0.136 -0.466 0.102 -0.061 0.139 -0.113 0.140


C5H9NO | the ωB97M-V functional and the def2-TZVPD basis

Structure (ORCA input):
```
! wB97M-V def2-TZVPD RIJCOSX def2/J DEFGRID3
* xyz 0 1
H -2.172 -0.978 -1.275
N -0.865 1.249 0.394
C -1.675 -0.899 -0.272
H -2.979 0.977 0.310
C -0.130 -0.927 -0.553
H -1.840 -1.739 0.407
H 0.523 -1.423 0.184
C 0.125 0.550 -0.469
H 3.498 0.968 -0.658
O -0.665 1.486 -0.966
C 3.293 0.558 0.302
H 3.487 1.224 1.090
C -1.994 0.401 0.607
H 3.349 -0.431 0.686
H -1.931 0.359 1.727
H -0.025 -1.374 -1.513
*
```

Properties
* HOMO energy (alpha / beta): -8.37 / -8.85 eV
* frontier orbital gap (alpha / beta): 8.69 / 9.20 eV
* LUMO (alpha / beta): 0.32 / 0.35 eV
* energy relative to the best compared isomer or geometry (same formula, charge and spin): 798.38 kJ/mol
* maximum force: 0.0780 hartree/bohr

Quick look at the Löwdin charges, all values in e: 0.119 -0.085 -0.141 0.149 -0.129 0.094 0.112 -0.190 -0.019 0.014 0.090 -0.038 -0.173 -0.023 0.125 0.094


C5H9NO | the ωB97M-V functional and the def2-TZVPD basis

Structure (ORCA input):
```
! wB97M-V def2-TZVPD RIJCOSX def2/J DEFGRID3
* xyz 0 1
C -1.125 -0.010 -0.155
O 1.956 -1.772 -1.199
H 1.145 -1.675 0.642
C -1.189 0.077 1.353
H 2.262 1.000 -0.585
H 0.331 0.042 -1.853
H -0.744 1.022 1.688
C 1.595 -1.149 -0.231
C 0.121 0.411 -0.856
H 1.445 0.640 0.949
N -1.074 1.295 -0.795
H -0.657 -0.757 1.819
C 1.469 0.392 -0.117
H -1.567 1.237 -1.691
H -2.229 0.058 1.695
H -1.709 -0.805 -0.617
*
```

Properties
* HOMO energy: -9.63 eV
* frontier orbital gap: 10.55 eV
* structure (SMILES): C[C@H]1N[C@H]1CC=O
* LUMO: 0.92 eV
* energy relative to the best compared isomer or geometry (same formula, charge and spin): 253.32 kJ/mol
* maximum force: 0.0151 hartree/bohr

Quick look at the Löwdin charges, all values in e: -0.352 0.054 0.123 -0.063 0.119 0.133 0.083 -0.267 -0.288 0.101 0.060 0.067 -0.086 0.100 0.077 0.141


C5H9NO | the ωB97M-V functional and the def2-TZVPD basis

Structure (ORCA input):
```
! wB97M-V def2-TZVPD RIJCOSX def2/J DEFGRID3
* xyz 0 1
H 0.851 -0.434 -3.045
H 1.555 0.948 -2.161
N 0.125 -0.242 -1.110
C -0.624 0.975 -0.806
C 1.215 -0.096 -2.073
H -1.835 -0.938 2.214
C -0.088 -0.005 1.312
C -1.063 -1.141 1.467
O 0.195 0.887 2.277
H 2.057 -0.730 -1.764
H -1.666 0.703 -0.544
H -1.534 -1.317 0.492
C 0.500 0.383 0.119
H 1.402 0.992 0.163
H -0.542 -2.064 1.742
H 0.268 1.777 1.689
*
```

Properties
* HOMO energy (alpha / beta): -7.35 / -7.35 eV
* frontier orbital gap (alpha / beta): 7.41 / 7.42 eV
* LUMO (alpha / beta): 0.06 / 0.06 eV
* energy relative to the best compared isomer or geometry (same formula, charge and spin): 560.64 kJ/mol
* maximum force: 0.0675 hartree/bohr

Quick look at the Löwdin charges, all values in e: 0.078 0.080 -0.182 -0.013 -0.112 0.091 -0.282 0.007 0.055 0.083 0.047 0.087 -0.372 0.138 0.094 0.202


| no. | E (Ha) |
| --- | --- |
| 1 | -325.7341 |
| 2 | -325.6335 |
| 3 | -325.8411 |
| 4 | -325.7240 |